(1)
The following is a quantum chemistry calculation of 9 unconnected molecules or ions with the total composition C54H135N9O18 at a distorted geometry, from the OMol25 dataset.

The energy above the lowest of the compared OMol25 structures with the same formula, charge and spin comes out at 544.0 kJ/mol. Its SMILES is COCCNCCOC.COCCNCCOC.COCCNCCOC.COCCNCCOC.COCCNCCOC.COCCNCCOC.COCCNCCOC.COCCNCCOC.COCCNCCOC. The value obtained for the total energy is -3984.98435 a.u. The calculation puts the gap between HOMO and LUMO at 8.416 eV. Its HOMO energy is -7.910 eV.

Structure (ORCA input):
```
! wB97M-V def2-TZVPD RIJCOSX def2/J DEFGRID3
* xyz 0 1
C 17.442 18.485 -7.820
O 16.242 19.120 -7.369
C 15.757 20.044 -8.300
C 16.694 21.219 -8.560
N 16.162 22.160 -9.457
C 16.194 21.707 -10.855
C 15.941 22.824 -11.905
O 16.977 23.814 -11.754
C 16.715 24.987 -12.449
H 17.198 17.864 -8.682
H 17.767 17.798 -7.039
H 18.328 19.110 -7.935
H 14.796 20.354 -7.889
H 15.530 19.590 -9.265
H 17.717 20.941 -8.811
H 16.794 21.725 -7.600
H 16.582 23.064 -9.293
H 15.442 20.928 -10.975
H 17.131 21.210 -11.105
H 14.900 23.146 -11.856
H 16.039 22.268 -12.837
H 15.812 25.403 -12.005
H 16.592 24.879 -13.527
H 17.568 25.632 -12.238
C 23.624 19.321 -11.795
O 23.784 18.375 -12.782
C 23.945 18.990 -14.049
C 24.527 17.870 -14.974
N 23.681 16.708 -15.264
C 22.699 17.068 -16.223
C 21.824 15.797 -16.687
O 20.986 15.313 -15.672
C 20.128 14.231 -15.966
H 23.711 18.760 -10.864
H 22.695 19.889 -11.843
H 24.430 20.054 -11.751
H 24.535 19.905 -14.097
H 22.941 19.257 -14.378
H 25.479 17.558 -14.545
H 24.788 18.468 -15.846
H 23.214 16.279 -14.477
H 23.218 17.420 -17.115
H 22.011 17.829 -15.855
H 22.467 15.017 -17.095
H 21.133 16.197 -17.429
H 20.610 13.443 -16.546
H 19.355 14.689 -16.583
H 19.748 13.902 -14.999
C 19.720 19.326 -11.186
O 19.440 20.654 -10.908
C 20.543 21.553 -10.930
C 20.196 23.030 -10.732
N 19.670 23.187 -9.388
C 19.069 24.556 -9.337
C 18.482 24.873 -7.927
O 17.159 24.309 -7.911
C 16.609 24.310 -6.542
H 20.390 19.122 -12.021
H 18.824 18.711 -11.275
H 20.269 18.984 -10.309
H 21.072 21.558 -11.883
H 21.309 21.186 -10.247
H 19.522 23.320 -11.538
H 21.136 23.577 -10.813
H 18.944 22.493 -9.286
H 18.228 24.710 -10.014
H 19.845 25.278 -9.589
H 18.435 25.946 -7.742
H 19.119 24.469 -7.140
H 16.520 25.377 -6.341
H 17.188 23.808 -5.767
H 15.637 23.816 -6.561
C 13.368 24.772 -8.754
O 11.979 24.541 -8.746
C 11.322 24.762 -10.030
C 9.854 24.732 -9.852
N 8.935 24.967 -10.980
C 8.871 26.425 -11.305
C 7.747 26.707 -12.264
O 6.576 26.439 -11.517
C 5.373 26.615 -12.278
H 13.571 24.816 -7.684
H 13.687 25.733 -9.156
H 13.997 24.013 -9.219
H 11.668 24.043 -10.773
H 11.631 25.720 -10.448
H 9.531 25.208 -8.926
H 9.730 23.673 -9.627
H 7.981 24.730 -10.749
H 9.841 26.699 -11.722
H 8.686 27.045 -10.428
H 7.856 26.040 -13.120
H 7.834 27.764 -12.516
H 4.608 26.025 -11.774
H 5.366 26.317 -13.327
H 5.028 27.645 -12.179
C 18.721 26.199 -15.727
O 19.176 26.432 -14.402
C 20.514 26.045 -14.164
C 20.800 26.258 -12.665
N 22.223 26.085 -12.366
C 22.510 26.343 -10.945
C 24.032 26.341 -10.690
O 24.695 27.540 -11.139
C 24.688 28.638 -10.225
H 19.090 26.938 -16.438
H 17.637 26.294 -15.672
H 18.763 25.201 -16.164
H 21.138 26.703 -14.769
H 20.651 25.049 -14.585
H 20.212 25.512 -12.131
H 20.618 27.297 -12.390
H 22.745 26.737 -12.934
H 22.005 25.535 -10.417
H 21.995 27.278 -10.724
H 24.403 25.528 -11.314
H 24.232 26.113 -9.643
H 25.466 29.364 -10.464
H 24.848 28.353 -9.185
H 23.761 29.211 -10.238
C 22.201 23.144 -16.260
O 20.761 23.008 -16.106
C 20.294 22.317 -14.944
C 18.777 22.435 -14.779
N 18.034 21.860 -15.909
C 16.597 22.122 -15.860
C 15.789 21.836 -17.140
O 16.405 22.395 -18.313
C 16.318 23.834 -18.547
H 22.359 24.207 -16.444
H 22.605 22.509 -17.048
H 22.710 22.922 -15.322
H 20.747 22.690 -14.025
H 20.517 21.250 -14.939
H 18.519 23.440 -14.445
H 18.558 21.828 -13.900
H 18.463 22.112 -16.788
H 16.491 23.154 -15.526
H 16.214 21.565 -15.005
H 14.828 22.331 -16.995
H 15.751 20.785 -17.425
H 16.809 24.406 -17.760
H 15.270 24.127 -18.607
H 16.775 24.113 -19.497
C 14.028 27.206 3.489
O 13.463 26.985 2.185
C 12.027 27.009 2.028
C 11.728 27.208 0.493
N 12.421 26.194 -0.292
C 12.512 26.397 -1.755
C 13.472 25.496 -2.483
O 14.819 25.871 -2.067
C 15.891 24.943 -2.375
H 13.708 28.165 3.899
H 15.102 27.223 3.302
H 13.775 26.531 4.307
H 11.625 27.800 2.660
H 11.587 26.087 2.409
H 12.036 28.186 0.124
H 10.678 26.977 0.317
H 13.286 25.943 0.164
H 12.888 27.417 -1.835
H 11.502 26.298 -2.153
H 13.338 25.676 -3.550
H 13.302 24.445 -2.247
H 15.810 24.575 -3.398
H 15.973 24.126 -1.659
H 16.825 25.496 -2.272
C 20.145 21.939 -6.004
O 18.883 21.489 -5.620
C 18.660 21.090 -4.265
C 17.321 20.408 -4.154
N 16.325 21.385 -3.960
C 15.043 20.766 -3.996
C 13.990 21.844 -3.644
O 13.641 22.867 -4.628
C 13.262 22.225 -5.830
H 20.246 22.174 -7.064
H 20.919 21.187 -5.847
H 20.318 22.884 -5.490
H 18.762 22.048 -3.755
H 19.407 20.420 -3.839
H 17.296 19.818 -3.237
H 17.161 19.753 -5.010
H 16.275 22.127 -4.644
H 14.931 20.082 -3.156
H 14.878 20.292 -4.964
H 14.262 22.342 -2.713
H 13.007 21.408 -3.468
H 12.531 21.426 -5.711
H 14.144 21.833 -6.337
H 12.852 23.046 -6.417
C 17.289 9.603 -12.922
O 18.484 10.216 -12.789
C 18.609 11.061 -11.685
C 20.111 11.467 -11.766
N 20.576 12.376 -10.705
C 19.817 13.642 -10.806
C 20.087 14.518 -12.014
O 19.280 15.703 -11.959
C 19.182 16.444 -13.205
H 17.380 8.912 -13.760
H 16.569 10.396 -13.124
H 16.992 9.040 -12.037
H 18.349 10.616 -10.725
H 18.064 11.998 -11.802
H 20.418 11.767 -12.768
H 20.641 10.542 -11.539
H 21.546 12.523 -10.947
H 20.269 14.211 -9.994
H 18.758 13.704 -10.557
H 19.847 13.856 -12.846
H 21.134 14.783 -12.159
H 18.519 17.308 -13.151
H 18.721 15.846 -13.991
H 20.210 16.747 -13.404
*
```

***

(2)
The following is a quantum chemistry calculation of a molecular structure, C34H82F2N7O12S2V at a distorted geometry, from the OMol25 dataset.

The energy above the lowest of the compared OMol25 structures with the same formula, charge and spin comes out at 266.8 kJ/mol. The value obtained for the total energy is -4570.69700 a.u. The calculation puts the gap between HOMO and LUMO at 6.177 eV. Its HOMO energy is -8.123 eV.

Structure (ORCA input):
```
! wB97M-V def2-TZVPD RIJCOSX def2/J DEFGRID3
* xyz 0 1
O 2.955 -0.444 -3.542
V 2.039 -0.408 -2.259
O 0.724 -1.221 -2.590
N 1.543 0.371 -0.280
S 0.479 -0.040 0.808
O -0.808 0.545 0.552
O 0.892 -0.165 2.173
F 0.311 -1.553 0.304
S 2.230 1.678 0.524
O 3.152 1.286 1.545
O 1.419 2.827 0.767
F 3.275 2.002 -0.646
C 2.331 4.641 4.274
C 2.319 6.159 4.564
C 2.564 6.986 3.294
C 1.423 6.740 2.299
C 0.143 7.313 2.953
C -0.129 6.750 4.353
N 1.108 6.674 5.170
O 0.852 6.139 6.453
C -1.005 7.767 5.119
C -0.932 5.424 4.302
C 3.496 6.457 5.506
H 1.784 4.024 4.986
H 3.398 4.398 4.251
H 2.029 4.218 3.311
H 2.655 8.074 3.338
H 3.524 6.663 2.879
H 1.171 5.675 2.239
H 1.698 6.926 1.262
H -0.706 7.017 2.333
H 0.244 8.397 3.028
H -1.972 7.863 4.622
H -1.071 7.601 6.190
H -0.523 8.746 5.030
H -1.889 5.627 3.828
H -0.388 4.660 3.738
H -1.000 5.004 5.305
H 4.402 6.007 5.101
H 3.372 5.909 6.448
H 3.608 7.489 5.836
H 1.041 6.882 7.033
C -2.328 -7.212 -0.504
C -2.009 -6.337 -1.742
C -2.992 -6.691 -2.876
C -4.397 -6.136 -2.644
C -4.288 -4.608 -2.561
C -3.379 -4.161 -1.411
N -2.106 -4.899 -1.469
O -1.217 -4.444 -0.493
C -3.017 -2.672 -1.628
C -4.115 -4.262 -0.088
C -0.617 -6.738 -2.226
H -3.404 -7.287 -0.327
H -1.894 -6.757 0.390
H -1.972 -8.242 -0.532
H -2.589 -6.300 -3.814
H -3.093 -7.774 -2.978
H -4.799 -6.649 -1.774
H -4.921 -6.323 -3.583
H -5.218 -4.042 -2.609
H -3.729 -4.234 -3.428
H -2.583 -2.594 -2.628
H -3.920 -2.064 -1.596
H -2.298 -2.292 -0.905
H -4.908 -3.516 -0.048
H -4.551 -5.259 0.029
H -3.460 -4.134 0.776
H 0.205 -6.292 -1.658
H -0.445 -6.305 -3.216
H -0.561 -7.820 -2.155
H -0.625 -3.817 -0.927
C 1.208 -4.039 2.619
C 1.672 -5.194 1.749
C 2.925 -5.942 2.169
O 3.976 -5.065 2.532
C 5.167 -5.785 2.778
N 0.557 -6.133 1.535
H 0.608 -4.321 3.480
H 0.544 -3.430 1.992
H 1.962 -3.283 2.843
H 1.900 -4.847 0.731
H 3.268 -6.585 1.348
H 2.681 -6.589 3.023
H 5.533 -6.245 1.853
H 4.989 -6.440 3.634
H 5.948 -5.067 3.038
H -0.117 -5.677 0.924
H 0.882 -6.885 0.929
C -4.610 5.326 -1.816
C -3.229 5.913 -2.104
C -2.231 5.457 -1.050
O -0.974 6.079 -1.207
C 0.080 5.412 -0.543
N -2.789 5.460 -3.440
H -4.609 4.253 -1.629
H -5.426 5.558 -2.504
H -5.005 5.799 -0.908
H -3.242 7.004 -2.021
H -2.183 4.374 -0.893
H -2.609 5.845 -0.091
H 1.043 5.884 -0.756
H 0.232 4.485 -1.112
H -0.093 5.372 0.530
H -3.368 5.949 -4.125
H -1.915 5.975 -3.590
C 5.469 -2.452 0.360
C 4.709 -2.365 -0.966
C 3.569 -3.370 -1.140
O 2.762 -2.975 -2.241
C 2.059 -3.978 -2.922
N 4.147 -0.994 -1.062
H 6.250 -1.695 0.462
H 6.098 -3.348 0.405
H 4.805 -2.449 1.222
H 5.353 -2.498 -1.836
H 2.893 -3.384 -0.280
H 3.987 -4.365 -1.310
H 2.744 -4.802 -3.158
H 1.633 -3.645 -3.865
H 1.273 -4.430 -2.305
H 4.926 -0.343 -1.128
H 3.748 -0.743 -0.154
C -3.395 0.835 -2.278
C -2.436 1.214 -3.423
C -1.941 -0.078 -4.081
O -0.808 0.283 -4.857
C -0.359 -0.858 -5.564
N -3.190 2.014 -4.385
H -4.257 0.277 -2.649
H -3.913 1.744 -1.943
H -2.915 0.453 -1.379
H -1.637 1.826 -2.989
H -2.674 -0.666 -4.638
H -1.639 -0.663 -3.202
H 0.537 -0.503 -6.074
H -1.043 -1.376 -6.242
H -0.022 -1.641 -4.873
H -2.592 2.189 -5.186
H -3.444 2.920 -4.014
*
```

***

(3)
The following is a quantum chemistry calculation of a single C2H4NO3P molecule at a distorted geometry, from the OMol25 dataset.

The energy above the lowest of the compared OMol25 structures with the same formula, charge and spin comes out at 500.2 kJ/mol. Its SMILES is O=C1CN(O)PO1. The value obtained for the total energy is -700.31228 a.u. The calculation puts the gap between HOMO and LUMO at 8.648 eV. Its HOMO energy is -8.905 eV.

Structure (ORCA input):
```
! wB97M-V def2-TZVPD RIJCOSX def2/J DEFGRID3
* xyz 0 1
C 0.356 -1.130 -0.994
C -0.217 -0.694 0.313
N 0.142 0.723 0.624
O 0.393 -2.260 -1.385
O -0.438 1.112 1.946
O 0.686 -0.096 -1.825
P 0.597 1.487 -1.249
H -1.321 -0.954 0.382
H 0.355 -1.278 1.288
H 0.308 1.301 2.443
H -0.861 1.788 -1.542
*
```

***

(4)
The following is a quantum chemistry calculation of a gas-phase ion, C21H28ClN2O3 (charge +1), from the OMol25 dataset.

The energy above the lowest of the compared OMol25 structures with the same formula, charge and spin comes out at 110.9 kJ/mol. Its SMILES is COc1cc(CNCC[NH+]2CCOCC2)ccc1OCc1ccc(Cl)cc1. The value obtained for the total energy is -1612.19217 a.u. The calculation puts the gap between HOMO and LUMO at 8.769 eV. Its HOMO energy is -11.004 eV.

Structure (ORCA input):
```
! wB97M-V def2-TZVPD RIJCOSX def2/J DEFGRID3
* xyz 1 1
C -1.273 2.796 -2.510
H -2.354 2.639 -2.425
O -0.598 2.454 -1.322
C -0.513 1.150 -0.966
C -1.226 0.115 -1.543
C -1.060 -1.203 -1.111
C -0.164 -1.470 -0.093
C 0.550 -0.442 0.511
C 0.383 0.871 0.099
O 1.000 1.950 0.625
C 2.023 1.761 1.586
C 3.213 0.995 1.061
C 3.597 1.130 -0.267
C 4.684 0.433 -0.760
C 5.401 -0.400 0.086
C 5.037 -0.536 1.417
C 3.942 0.159 1.897
H 3.659 0.054 2.935
H 5.605 -1.181 2.069
Cl 6.758 -1.276 -0.523
H 4.980 0.538 -1.791
H 3.039 1.787 -0.917
H 2.324 2.780 1.850
H 1.621 1.279 2.487
H 1.260 -0.683 1.284
H 0.011 -2.486 0.226
C -1.872 -2.296 -1.753
N -3.226 -2.361 -1.170
H -3.856 -2.767 -1.852
C -3.325 -3.080 0.098
H -2.555 -3.849 0.208
H -4.298 -3.571 0.158
C -3.187 -2.048 1.240
N -3.791 -0.797 0.744
C -5.252 -0.722 0.947
H -5.454 -0.649 2.019
C -5.794 0.525 0.238
O -5.173 1.685 0.723
C -3.784 1.641 0.528
H -3.548 1.582 -0.545
C -3.163 0.440 1.248
H -3.352 0.515 2.321
H -2.089 0.410 1.063
H -3.381 2.571 0.929
H -5.639 0.429 -0.848
H -6.860 0.639 0.437
H -5.727 -1.618 0.548
H -3.602 -0.953 -0.314
H -2.131 -1.858 1.440
H -3.672 -2.389 2.153
H -1.357 -3.257 -1.650
H -1.986 -2.082 -2.817
H -1.895 0.311 -2.367
H -0.888 2.236 -3.366
H -1.082 3.857 -2.658
*
```

***

(5)
The following is a quantum chemistry calculation of a single C6H8O2 molecule at a distorted geometry, from the OMol25 dataset.

The energy above the lowest of the compared OMol25 structures with the same formula, charge and spin comes out at 373.7 kJ/mol. Its SMILES is C1[C@@H]2O[C@@H]3[C@H]1C[C@@H]3O2. The value obtained for the total energy is -383.76780 a.u. The calculation puts the gap between HOMO and LUMO at 10.498 eV. Its HOMO energy is -9.559 eV.

Structure (ORCA input):
```
! wB97M-V def2-TZVPD RIJCOSX def2/J DEFGRID3
* xyz 0 1
C 0.966 -0.641 0.839
C 1.447 0.288 -0.308
C -0.691 0.522 -1.203
C -1.166 -0.778 -0.538
C -0.459 -0.311 0.685
C -0.471 1.125 0.184
H 1.082 -0.295 2.003
H 1.166 -1.796 0.672
H 2.559 0.464 -0.244
H -1.036 0.881 -2.078
H -0.861 -1.837 -1.004
H -2.250 -0.481 -0.183
H -0.920 -0.576 1.686
H -1.045 1.825 0.637
O 0.759 0.060 -1.409
O 0.920 1.550 0.260
*
```